# 1
Density functional theory data (wB97M-V/def2-TZVPD) for a single C4H6BrN3O2 molecule in a non-equilibrium geometry.

Geometry as ORCA input:
```
! RIJCOSX wB97M-V def2-TZVPD def2/J DEFGRID3
* xyz 0 1
C 0.437 -0.430 2.267
C 0.400 1.121 0.222
C -0.826 -0.958 2.138
C 0.373 -0.021 -0.757
N 0.398 0.872 1.526
N -0.030 -0.212 -3.109
N -0.201 0.398 -1.894
O 1.513 -0.825 2.836
O 0.111 2.235 -0.275
Br 1.050 -1.752 -0.577
H -1.219 -1.959 2.544
H -1.569 -0.485 1.451
H 0.728 1.639 2.124
H -0.848 0.123 -3.557
H 0.105 -1.138 -3.012
H -0.422 1.393 -1.928
*
```

Properties
E_HOMO (alpha / beta) = -7.024 / -7.018 eV
Calculated total energy = -82848.6704 eV
Kohn-Sham gap (alpha / beta) = 0.1889 / 0.1886 hartree
ΔE to the lowest compared entry with this formula, charge and spin = 379.2 kJ/mol


# 2
Density functional theory data (wB97M-V/def2-TZVPD) for a single C4H6BrNO2S molecule in a non-equilibrium geometry.

Geometry as ORCA input:
```
! RIJCOSX wB97M-V def2-TZVPD def2/J DEFGRID3
* xyz 0 1
C -2.903 -0.248 -0.720
C -1.630 -0.080 -0.190
S -0.663 1.377 -0.555
C 0.653 1.099 0.679
C 1.891 0.241 -0.011
Br 3.503 0.462 0.934
N 1.468 -1.191 0.000
O 1.616 -1.849 0.974
O 1.102 -1.627 -1.070
H -3.486 -1.059 -0.370
H -3.321 0.249 -1.514
H -1.345 -0.530 0.732
H 1.076 2.134 0.851
H 0.162 0.401 1.420
H 1.878 0.622 -1.160
*
```

Properties
E_HOMO = -8.715 eV
Calculated total energy = -90703.2047 eV
SMILES = C=CSC[C@@H](Br)[N+](=O)[O-]
Kohn-Sham gap = 0.3155 hartree
ΔE to the lowest compared entry with this formula, charge and spin = 263.1 kJ/mol


# 3
Density functional theory data (wB97M-V/def2-TZVPD) for a single C4H6BrNO4 molecule in a non-equilibrium geometry.

Geometry as ORCA input:
```
! RIJCOSX wB97M-V def2-TZVPD def2/J DEFGRID3
* xyz 0 3
C 1.339 0.578 0.454
C 0.137 -0.323 0.810
C 1.400 0.605 -1.070
C -1.098 0.001 -0.010
N -2.038 -1.188 0.244
O -2.177 -1.457 1.417
O -2.469 -1.769 -0.693
O 0.152 0.969 -1.621
O -0.844 -0.053 -1.370
Br -2.146 1.519 0.575
H 1.249 1.615 0.837
H 2.307 0.127 0.832
H 0.678 -1.215 0.493
H -0.183 -0.239 1.870
H 2.106 1.298 -1.367
H 1.586 -0.470 -1.402
*
```

Properties
E_HOMO (alpha / beta) = -7.932 / -10.603 eV
Calculated total energy = -83957.5928 eV
Kohn-Sham gap (alpha / beta) = 0.3154 / 0.2545 hartree
ΔE to the lowest compared entry with this formula, charge and spin = 138.9 kJ/mol


# 4
Density functional theory data (wB97M-V/def2-TZVPD) for a single C4H6BrNOS molecule in a non-equilibrium geometry.

Geometry as ORCA input:
```
! RIJCOSX wB97M-V def2-TZVPD def2/J DEFGRID3
* xyz 0 1
C -0.794 -0.129 1.708
C 0.131 0.014 0.549
O 1.305 0.706 0.882
S 0.694 -1.575 -0.152
N 0.798 -0.964 -1.800
C 0.206 0.209 -2.067
C -0.520 0.668 -0.648
Br -1.390 2.336 -0.705
H -0.251 -0.834 2.315
H -1.839 -0.550 1.434
H -0.930 0.739 2.265
H 1.739 0.473 1.772
H 1.063 -1.586 -2.543
H -0.213 0.493 -3.011
*
```

Properties
E_HOMO (alpha / beta) = -7.246 / -7.248 eV
Calculated total energy = -88657.1558 eV
SMILES = C[C@@]1(O)SNC=C1Br
Kohn-Sham gap (alpha / beta) = 0.2790 / 0.2790 hartree
ΔE to the lowest compared entry with this formula, charge and spin = 203.7 kJ/mol


# 5
Density functional theory data (wB97M-V/def2-TZVPD) for a molecular structure, C4H6CaFO4 in a non-equilibrium geometry.

Geometry as ORCA input:
```
! RIJCOSX wB97M-V def2-TZVPD def2/J DEFGRID3
* xyz 1 1
O 0.288 1.295 -2.193
C 0.036 2.192 -1.413
C -0.178 2.024 0.066
O 0.564 0.996 0.698
C 0.230 -0.266 0.616
O 0.732 -0.932 1.599
O -0.448 -0.765 -0.284
C 0.149 -2.203 1.931
H -1.263 1.897 0.224
F 0.181 -2.036 -3.734
H -0.153 3.216 -1.785
H 0.120 2.951 0.569
H 0.492 -2.421 2.944
H -0.943 -2.131 1.897
H 0.510 -2.962 1.228
Ca -0.319 -0.855 -2.363
*
```

Properties
E_HOMO = -15.223 eV
Calculated total energy = -33587.2554 eV
Kohn-Sham gap = 0.3923 hartree
ΔE to the lowest compared entry with this formula, charge and spin = 4.9 kJ/mol


# 6
Density functional theory data (wB97M-V/def2-TZVPD) for a molecular structure, C4H6CdO in a non-equilibrium geometry.

Geometry as ORCA input:
```
! RIJCOSX wB97M-V def2-TZVPD def2/J DEFGRID3
* xyz -1 2
O 1.143 -1.739 0.522
C 0.307 -1.149 1.358
C 0.083 0.261 1.311
H -0.490 -1.778 1.792
H 1.033 0.811 1.421
H -0.817 0.618 1.826
Cd 1.924 -1.138 -1.156
C 0.059 0.808 -0.756
C -0.948 0.568 -1.611
H 0.369 1.860 -0.659
H -1.281 -0.462 -1.788
H -1.381 1.340 -2.259
*
```

Properties
E_HOMO (alpha / beta) = -1.602 / -1.557 eV
Calculated total energy = -10852.4016 eV
Kohn-Sham gap (alpha / beta) = 0.2187 / 0.1952 hartree
ΔE to the lowest compared entry with this formula, charge and spin = 45.4 kJ/mol